# C31H56CrF18N4O12PS6

A structure of composition C31H56CrF18N4O12PS6 at a distorted geometry (ωB97M-V with the def2-TZVPD basis set, the Open Molecules 2025 dataset).

## Properties
Total charge = +1
Total energy = -215209.0408 eV
Max |F| = 7.348 eV/A
Multiplicity = 5

Geometry as XYZ:
```
129
Properties=species:S:1:pos:R:3:forces:R:3
Cr -1.4158 -2.1173 -2.7702 -0.2 0.3 0.2
C -0.5135 -4.4235 2.4856 0.3 0.9 0.6
C 0.1658 -3.9332 3.7983 1.2 -0.9 0.6
C 1.7326 -4.0079 3.6912 -0.6 0.9 0.8
N 2.5521 -3.9557 5.0226 0.5 -1.6 0.6
C 4.0518 -4.0233 4.6644 0.2 1.4 -0.4
C 4.5605 -2.7583 3.8685 -0.8 -0.9 0.9
C 4.1239 -1.4437 4.5893 -0.5 -0.6 -1.1
C 2.6296 -1.4530 5.0530 1.3 0.2 0.6
C 2.3148 -2.7147 5.8699 -0.7 0.3 -1.2
C 2.2341 -5.2441 5.8644 0.4 1.6 -0.2
H -0.5675 -3.6126 1.7592 -0.1 0.0 0.0
H -1.5313 -4.7482 2.7018 0.2 -0.1 -0.2
H 0.0628 -5.2136 2.0041 -0.2 -0.2 0.2
H -0.1140 -4.5809 4.6291 -0.2 -0.4 -0.2
H -0.1483 -2.9642 4.1862 0.0 0.3 -0.6
H 2.0927 -3.1294 3.1558 0.0 -0.4 -0.3
H 2.0265 -4.9462 3.2206 0.1 0.2 -0.1
H 4.2187 -4.9594 4.1316 0.0 0.1 0.0
H 4.6450 -4.0012 5.5786 -0.5 -0.4 0.3
H 4.2522 -2.8716 2.8292 -0.2 0.5 0.0
H 5.6493 -2.8003 3.8410 0.0 -0.1 0.1
H 4.2829 -0.6485 3.8610 -0.1 0.2 0.1
H 4.8103 -1.2369 5.4104 -0.2 -0.2 0.2
H 1.9399 -1.2328 4.2382 0.0 -0.5 -0.1
H 2.4992 -0.6147 5.7373 0.0 0.0 0.1
H 1.2700 -2.7143 6.1804 0.0 -0.2 -0.1
H 2.9198 -2.7346 6.7764 0.2 -0.4 -0.2
H 1.1852 -5.1515 6.1461 0.2 -0.5 -0.2
H 2.8473 -5.2383 6.7655 0.0 0.4 0.0
H 2.5260 -6.1464 5.3271 -0.5 0.2 -0.4
C -1.7892 4.2274 -4.6792 2.4 1.2 -0.6
C -0.8170 4.8638 -3.6272 -0.6 -0.8 1.1
C -0.6432 3.9189 -2.4147 -0.2 1.2 0.0
C -0.1058 4.7412 -1.1972 -0.3 -1.6 1.5
P 0.0435 3.8893 0.4524 -0.8 -0.4 -2.8
C 0.2069 5.2220 1.6743 -0.5 -0.7 0.9
C 1.2230 6.3188 1.4151 1.2 1.2 0.6
C 1.2993 7.4717 2.5523 -1.1 -2.2 -0.5
C 1.5770 6.9368 3.9848 -0.9 0.3 -0.9
C -1.4071 2.7188 0.5617 1.0 0.6 0.8
C -2.7263 3.4109 0.6627 -1.0 0.2 0.2
C -3.9211 2.4342 0.7105 -0.6 1.8 0.8
C -5.3012 3.2329 0.7569 0.9 -0.8 -0.1
C 1.4704 2.8145 0.4428 0.5 0.0 0.6
C 2.6326 3.2433 -0.4642 0.9 -0.1 0.4
C 4.0169 2.7517 0.0198 -0.8 -0.5 0.6
C 4.1558 1.2487 0.1827 0.8 -0.6 -1.3
H -1.6374 3.1518 -4.7699 -0.3 0.1 0.2
H -1.2803 4.6556 -5.5427 -0.8 -0.3 -0.9
H -2.8299 4.5496 -4.7122 0.2 -0.1 0.5
H -1.1836 5.8268 -3.2718 -0.3 0.1 0.0
H 0.1925 5.0770 -3.9786 -0.1 -0.1 -0.7
H -0.0344 3.0681 -2.7209 0.3 0.0 0.3
H -1.6489 3.5182 -2.2881 0.0 -0.1 0.8
H -0.7993 5.4887 -0.8120 -0.2 0.6 -0.9
H 0.8892 5.1801 -1.2710 -0.1 0.2 -0.7
H 0.4528 4.6268 2.5537 0.2 0.2 0.5
H -0.7732 5.6476 1.8899 -0.2 0.0 -0.2
H 0.9903 6.7969 0.4637 0.1 0.1 0.0
H 2.2247 5.8959 1.3379 0.1 -0.2 -0.2
H 0.3005 7.8959 2.4497 0.0 0.5 0.6
H 2.0351 8.2549 2.3694 0.0 -0.3 -0.6
H 0.8040 6.3050 4.4223 -0.4 0.0 -0.4
H 1.5640 7.8399 4.5950 0.8 -0.3 0.4
H 2.4679 6.3087 3.9838 0.4 0.6 0.3
H -1.1932 2.1031 1.4354 -0.1 -0.3 0.1
H -1.4281 2.0897 -0.3282 0.7 -0.1 -0.1
H -2.8180 4.0522 -0.2139 -0.2 0.3 0.1
H -2.7691 3.9924 1.5836 0.0 0.4 -0.1
H -3.8657 1.9709 1.6956 0.1 -0.7 -0.3
H -3.7877 1.7392 -0.1186 -0.6 -0.2 0.2
H -5.4566 3.7952 1.6776 0.7 0.1 0.2
H -6.1412 2.5397 0.8004 0.0 0.0 -0.6
H -5.3715 3.9611 -0.0511 -0.2 -0.3 -0.2
H 1.0717 1.8061 0.3316 0.3 -0.1 -0.5
H 1.8381 2.8337 1.4687 0.1 0.0 0.3
H 2.7712 4.3230 -0.4073 -0.5 0.2 -0.2
H 2.5211 2.9592 -1.5105 -0.4 0.0 0.1
H 4.2368 3.1344 1.0165 -0.1 0.7 0.0
H 4.7344 3.1661 -0.6884 0.2 -0.2 0.2
H 3.4297 0.7203 0.8006 -0.2 0.4 0.2
H 5.1563 0.9934 0.5319 0.0 0.1 0.3
H 4.1273 0.7827 -0.8022 -0.3 -0.2 -0.1
C -3.4263 -2.0657 0.6109 -1.8 -1.3 -0.7
F -4.4630 -1.2009 0.9524 2.3 -1.6 0.0
F -2.3462 -1.3532 0.2459 -0.7 -0.5 1.3
F -3.1864 -3.0102 1.6178 -0.2 2.8 -1.8
S -4.0445 -2.9855 -1.0228 -1.0 1.6 1.8
O -4.9727 -4.0189 -0.6109 1.6 1.4 -0.7
O -4.5437 -1.8653 -1.7790 1.0 -0.7 -0.2
N -2.4573 -3.4837 -1.6575 -3.2 1.3 0.8
S -2.6012 -5.0422 -1.4355 -2.0 -5.2 0.6
O -2.6600 -5.3800 0.0011 1.2 0.8 -2.2
O -3.6462 -5.7179 -2.2379 2.8 1.6 1.0
C -0.9342 -5.6139 -2.0903 -0.6 -2.1 -1.0
F -0.7442 -6.8605 -1.6337 -0.3 0.3 0.0
F -0.8843 -5.7091 -3.4563 -0.1 0.8 1.7
F 0.0454 -4.8906 -1.6081 0.6 1.0 -0.2
C -3.8625 0.9043 -3.8838 0.4 -1.2 0.7
F -3.8430 0.7939 -2.5276 0.6 0.7 -0.7
F -4.8488 0.1890 -4.2840 -1.2 -0.9 -0.5
F -4.0608 2.1376 -4.2705 0.7 0.6 0.2
S -2.1827 0.1847 -4.5628 2.9 2.2 0.9
O -1.7859 0.8891 -5.7701 -1.7 -1.7 0.8
O -1.2015 0.4787 -3.5084 -1.3 -1.1 0.5
N -2.3428 -1.5567 -4.4784 0.1 4.0 1.4
S -2.9541 -1.8960 -5.8636 -1.2 -2.9 -6.6
O -4.0103 -1.0070 -6.3712 1.6 -1.0 1.6
O -1.8897 -2.1941 -6.8344 -1.7 0.1 1.9
C -3.8922 -3.5490 -5.4582 -0.2 1.3 -1.3
F -5.0367 -3.2245 -4.8794 -0.1 0.0 0.2
F -4.1623 -4.1914 -6.6046 0.4 0.4 0.6
F -3.1983 -4.3224 -4.6660 0.6 -0.4 0.4
C 2.2191 -2.3729 -0.8009 -0.8 -0.3 -0.4
F 3.1148 -1.7530 -0.0938 0.5 0.9 1.2
F 2.8268 -3.1776 -1.6035 0.4 -1.3 -0.5
F 1.3675 -3.0491 -0.0005 0.5 0.4 -0.3
S 1.2367 -1.1721 -1.8205 -1.2 3.4 -2.6
O 0.0353 -0.8855 -1.0480 0.2 -0.6 0.2
O 2.0155 0.0247 -2.2615 -1.5 -3.5 1.7
N 0.5706 -2.1373 -3.1071 2.1 1.6 3.1
S 1.5674 -1.9781 -4.3374 1.1 1.3 -4.9
O 1.0693 -0.9719 -5.3002 0.8 -2.2 2.0
O 2.9767 -1.9110 -3.9506 -2.0 -0.5 -0.2
C 1.2769 -3.7021 -5.1552 0.7 1.1 0.8
F 1.9279 -3.6967 -6.2799 -0.7 0.5 -1.7
F 1.9952 -4.5952 -4.4503 -1.7 -0.4 1.0
F -0.0700 -3.9360 -5.2940 2.4 -0.2 0.3
```
Forces are in eV/Å.

---

# C31H56I2NO4

A cluster of 2 separate species, C31H56I2NO4 in total at a distorted geometry (ωB97M-V with the def2-TZVPD basis set, the Open Molecules 2025 dataset).

## Properties
Total charge = +1
Total energy = -58928.3224 eV
Max |F| = 1.225 eV/A

Geometry as XYZ:
```
94
Properties=species:S:1:pos:R:3:forces:R:3
C -1.2799 -0.2641 -1.0612 0.0 0.5 0.3
C -0.2402 0.7186 -0.5109 -0.4 0.0 -0.4
O 1.0985 0.4601 -0.9285 -0.4 0.0 0.3
C 1.8892 -0.2274 -0.0262 0.3 -0.6 -0.1
C 1.5859 -1.7124 0.2820 0.3 0.8 0.9
O 1.0469 -2.4614 -0.7214 0.1 0.1 -0.3
C 1.8873 -3.4903 -1.2579 -0.2 -0.4 -0.1
C 1.5522 -3.8056 -2.7274 -0.2 0.1 0.2
C 0.6577 -2.7502 -3.3814 0.4 -0.2 -0.5
C 1.0279 -5.2467 -2.8731 0.0 0.0 -0.2
C -0.4347 -5.4126 -2.4206 0.1 -0.2 0.0
C 1.2886 -5.7644 -4.3046 -0.1 0.0 0.3
C 0.7225 -1.6737 1.5428 -0.6 -0.5 0.3
C 0.5086 -3.0548 2.1778 -0.2 0.1 -0.4
C -0.9083 -3.6380 1.9512 -0.2 0.1 0.4
C -1.9504 -3.1566 2.9628 0.5 0.3 -0.1
O -1.3427 -3.4657 0.6208 0.1 -0.1 -0.1
N 1.3872 -0.5756 2.4052 -0.7 -0.3 0.2
I -0.1866 0.2726 3.5560 0.1 0.1 0.0
C 2.3751 -1.1373 3.4192 -0.2 0.6 -0.2
C 3.1754 -0.0816 4.1768 0.5 -0.5 0.1
C 4.6248 0.0936 3.7310 -0.4 0.2 0.3
I 5.7291 -1.7213 3.9278 0.0 0.0 -0.2
C 2.0466 0.3598 1.3884 1.0 0.2 0.0
C 1.8653 1.8499 1.5186 0.1 0.4 -0.4
O 2.9105 2.3754 2.3226 -0.3 0.0 0.2
C 2.6710 3.6551 2.8031 0.1 0.4 0.6
C 2.9872 3.8995 4.1445 -0.3 0.5 -0.6
C 2.7625 5.1710 4.6725 0.0 -0.1 -0.2
C 2.2293 6.1949 3.8891 0.0 -0.6 -0.6
C 1.9399 5.9453 2.5423 0.3 -0.4 0.8
C 2.1658 4.6764 2.0041 -0.1 0.1 0.1
H -1.8407 0.2143 -1.8556 0.0 -0.2 -0.3
H -0.8272 -1.1842 -1.4045 0.1 -0.2 0.0
H -2.0038 -0.4699 -0.2736 -0.1 -0.2 0.1
H -0.4758 1.7168 -0.8696 0.1 0.2 0.0
H -0.3268 0.7682 0.5782 0.3 0.0 0.1
H 2.8902 -0.2142 -0.4522 0.0 0.2 -0.3
H 2.5618 -2.0833 0.6275 0.1 -0.4 -0.1
H 2.9420 -3.2264 -1.1747 0.0 0.3 0.1
H 1.7319 -4.3835 -0.6506 0.0 -0.1 0.1
H 2.4901 -3.7657 -3.2784 0.3 -0.1 0.1
H 0.8958 -1.7536 -3.0301 -0.1 0.2 0.2
H 0.8639 -2.7454 -4.4503 -0.1 0.0 -0.1
H -0.4002 -2.9558 -3.2721 -0.2 0.1 0.2
H 1.6355 -5.8539 -2.2044 0.1 -0.1 0.1
H -0.5286 -6.1768 -1.6539 0.0 -0.1 0.1
H -0.8689 -4.5057 -2.0117 0.0 0.1 0.1
H -1.0512 -5.7463 -3.2491 -0.2 0.1 -0.1
H 0.4078 -6.2305 -4.7323 -0.1 0.0 -0.1
H 2.0700 -6.5189 -4.3078 0.2 0.0 -0.1
H 1.5986 -4.9558 -4.9588 0.0 0.1 -0.2
H -0.2637 -1.2736 1.3371 0.0 0.1 -0.5
H 1.1922 -3.7418 1.6863 0.3 -0.1 0.1
H 0.6873 -3.0867 3.2474 0.2 0.0 0.1
H -0.8058 -4.7096 2.1055 0.1 -0.2 -0.1
H -2.6680 -3.9339 3.1889 -0.2 0.0 -0.1
H -1.4552 -2.8592 3.8836 -0.1 -0.1 0.3
H -2.4658 -2.2658 2.6031 -0.2 0.1 -0.1
H -1.9592 -2.7313 0.5814 -0.1 0.0 -0.1
H 1.7721 -1.6806 4.1306 0.0 -0.3 0.0
H 3.0161 -1.8212 2.8703 0.1 -0.1 0.0
H 2.6812 0.8850 4.1997 -0.1 0.1 -0.2
H 3.2196 -0.4265 5.2073 -0.1 0.0 0.2
H 4.7148 0.4930 2.7305 0.2 -0.1 -0.2
H 5.1009 0.7862 4.4127 0.2 0.1 0.0
H 3.1094 0.2192 1.5756 0.0 -0.1 0.3
H 0.8920 2.1545 1.9018 -0.1 0.0 0.1
H 1.9464 2.2571 0.5110 -0.1 0.0 -0.2
H 3.4084 3.1098 4.7464 0.0 -0.1 0.1
H 3.0043 5.3593 5.7077 0.0 0.0 0.1
H 2.0392 7.1720 4.3002 0.0 0.1 0.1
H 1.5383 6.7350 1.9305 0.0 0.1 -0.2
H 1.9369 4.5029 0.9636 0.0 -0.1 -0.1
C -4.4699 4.4289 -5.0788 0.1 0.0 0.0
C -3.9435 3.1976 -4.3468 -0.1 0.0 -0.1
C -4.9680 2.5650 -3.4059 0.0 0.0 0.0
C -5.4382 3.4675 -2.2633 0.0 0.0 0.0
C -4.3231 3.9938 -1.3619 0.0 -0.1 0.0
C -3.5590 2.8863 -0.6430 0.1 0.1 0.0
H -4.7392 5.2277 -4.3864 0.0 0.0 0.0
H -3.7163 4.8262 -5.7593 0.0 0.0 0.0
H -5.3540 4.1801 -5.6685 0.0 0.0 0.0
H -3.0353 3.4609 -3.7961 0.0 0.0 0.0
H -3.6451 2.4489 -5.0849 0.0 0.0 0.0
H -4.5480 1.6422 -2.9932 0.0 0.0 0.0
H -5.8429 2.2600 -3.9869 0.0 0.0 0.0
H -6.1552 2.9094 -1.6533 0.0 0.0 0.0
H -5.9914 4.3167 -2.6715 0.0 0.0 0.0
H -4.7633 4.6618 -0.6178 0.0 0.0 0.0
H -3.6240 4.6022 -1.9415 0.0 0.0 0.0
H -4.2306 2.2863 -0.0246 0.0 0.0 0.0
H -2.7928 3.3112 0.0109 0.0 0.0 0.0
H -3.0583 2.2217 -1.3496 0.0 0.0 0.0
```
Forces are in eV/Å.